Record 1
ORCA calculation (wB97M-V/def2-TZVPD) on the molecule C29H34BBrF3INO11P.

CARTESIAN COORDINATES (ANGSTROEM)
C  4.857  0.843  1.667
C  4.385  -0.359  2.454
O  3.037  -0.778  2.188
C  2.657  -0.937  0.900
C  3.034  -2.027  0.113
Br  4.181  -3.309  0.907
C  2.610  -2.205  -1.201
C  3.009  -3.430  -1.974
C  2.432  -4.746  -1.403
C  1.025  -4.581  -0.802
C  0.900  -4.836  0.694
O  0.575  -3.594  1.349
C  0.751  -3.609  2.696
O  -0.143  -3.752  3.477
C  1.787  -1.216  -1.776
C  1.317  -1.392  -3.207
O  2.355  -1.336  -4.158
C  3.079  -0.113  -4.155
C  1.361  -0.146  -0.986
C  1.770  -0.018  0.344
C  1.227  1.124  1.135
O  1.883  1.764  1.916
C  -0.212  1.428  0.844
C  -1.130  1.758  1.844
C  -0.755  1.732  3.308
C  -1.319  0.485  4.028
C  -1.423  -0.758  3.158
I  -0.032  0.045  5.699
C  -2.452  2.036  1.474
B  -3.522  2.316  2.635
N  -3.429  3.499  3.430
O  -4.464  1.357  2.934
C  -2.829  1.981  0.112
P  -4.571  2.339  -0.193
O  -5.449  1.240  0.209
O  -4.884  3.676  0.643
O  -4.796  2.783  -1.718
C  -1.913  1.628  -0.890
C  -2.299  1.489  -2.342
C  -2.072  2.778  -3.166
O  -1.958  3.956  -2.405
C  -3.099  2.961  -4.306
F  -2.470  3.180  -5.476
F  -3.894  1.896  -4.487
F  -3.902  4.031  -4.096
C  -0.605  1.348  -0.493
C  0.442  0.930  -1.474
O  0.546  1.431  -2.571
H  5.910  0.992  1.916
H  4.820  0.679  0.590
H  4.325  1.751  1.929
H  5.084  -1.181  2.309
H  4.389  -0.125  3.516
H  2.720  -3.354  -3.014
H  4.101  -3.476  -1.972
H  2.370  -5.445  -2.235
H  3.128  -5.185  -0.693
H  0.608  -3.599  -1.016
H  0.377  -5.309  -1.292
H  1.831  -5.242  1.106
H  0.115  -5.560  0.914
H  1.785  -3.428  3.028
H  0.523  -0.689  -3.449
H  0.891  -2.392  -3.296
H  2.408  0.740  -4.063
H  3.601  -0.056  -5.107
H  3.825  -0.104  -3.357
H  -1.110  2.632  3.805
H  0.321  1.735  3.418
H  -2.283  0.709  4.479
H  -2.219  -0.659  2.422
H  -1.664  -1.619  3.780
H  -0.464  -0.979  2.687
H  -4.323  3.719  3.853
H  -3.107  4.317  2.931
H  -5.235  1.324  2.354
H  -4.402  4.461  0.355
H  -4.987  3.719  -1.837
H  -1.683  0.720  -2.803
H  -3.320  1.132  -2.412
H  -1.105  2.680  -3.649
H  -2.827  4.197  -2.074

## Properties
Net charge ... 0
SMILES ... CCOc1c(Br)c(CCCCOC=O)c(COC)c2c1C(=O)c1c(C[C@@H](C)I)c(B(N)O)c(P(=O)(O)O)c(C[C@H](O)C(F)(F)F)c1C2=O
Gap between HOMO and LUMO ... 7.96 eV

Record 2
ORCA calculation (wB97M-V/def2-TZVPD) on a structure of composition C6H9NO.

CARTESIAN COORDINATES (ANGSTROEM)
C  0.914  -1.574  -0.612
C  -1.931  -0.438  -0.001
N  1.532  0.446  0.646
C  0.630  -0.225  -0.008
C  -0.671  0.378  -0.108
C  -0.314  2.111  0.690
C  -0.839  1.811  -0.445
O  2.828  -0.138  0.524
H  3.327  0.331  1.203
H  -0.183  2.743  1.542
H  -1.485  2.251  -1.196
H  1.208  -2.284  0.162
H  1.744  -1.491  -1.315
H  0.069  -1.965  -1.175
H  -1.795  -1.478  -0.295
H  -2.310  -0.440  1.025
H  -2.727  -0.038  -0.637

## Properties
Net charge ... 0
Relative energy (zero: lowest compared OMol25 entry of this formula, charge and spin) ... 552.33 kJ/mol
Gap between HOMO and LUMO ... 8.67 eV

Record 3
ORCA calculation (wB97M-V/def2-TZVPD) on a cluster of 2 separate species, C4H12 in total.

CARTESIAN COORDINATES (ANGSTROEM)
C  -1.283  -0.120  -1.576
C  -2.126  0.690  -0.574
H  -0.321  0.373  -1.666
H  -1.195  -1.177  -1.366
H  -1.781  -0.148  -2.556
H  -3.172  0.453  -0.766
H  -1.931  0.406  0.468
H  -1.867  1.746  -0.582
C  1.662  -0.699  1.707
C  1.723  0.131  0.419
H  1.217  -0.128  2.523
H  1.233  -1.670  1.484
H  2.646  -0.790  2.202
H  1.842  1.184  0.688
H  0.779  -0.044  -0.106
H  2.522  -0.123  -0.270

## Properties
Net charge ... 0
Relative energy (zero: lowest compared OMol25 entry of this formula, charge and spin) ... 42.62 kJ/mol
SMILES ... CC.CC
Gap between HOMO and LUMO ... 12.51 eV

Record 4
ORCA calculation (wB97M-V/def2-TZVPD) on the molecule C4H8OS.

CARTESIAN COORDINATES (ANGSTROEM)
C  2.341  -0.685  -0.520
O  1.657  -0.273  0.658
C  0.395  0.334  0.552
C  0.408  1.656  -0.250
C  -0.712  -0.659  0.056
S  -2.261  -0.241  -0.108
H  2.954  0.078  -0.946
H  2.965  -1.539  -0.200
H  1.618  -1.035  -1.275
H  0.041  0.535  1.574
H  0.644  1.377  -1.259
H  -0.671  2.042  -0.343
H  1.132  2.392  0.085
H  -0.360  -1.681  -0.191

## Properties
Net charge ... 0
Relative energy (zero: lowest compared OMol25 entry of this formula, charge and spin) ... 153.92 kJ/mol
SMILES ... CO[C@@H](C)C=S
Gap between HOMO and LUMO ... 8.47 eV

Record 5
ORCA calculation (wB97M-V/def2-TZVPD) on the molecule C5H8O.

CARTESIAN COORDINATES (ANGSTROEM)
C  -2.339  0.950  -0.377
C  -1.440  -0.279  -0.338
C  0.003  -0.034  -0.281
C  1.199  -0.129  -0.161
C  2.545  -0.609  0.163
O  2.985  -0.207  1.450
H  -2.193  1.515  -1.303
H  -3.382  0.621  -0.320
H  -2.123  1.604  0.475
H  -1.678  -0.878  0.551
H  -1.629  -0.920  -1.208
H  3.288  -0.324  -0.594
H  2.445  -1.704  0.139
H  2.320  0.394  1.804

## Properties
Net charge ... 0
Relative energy (zero: lowest compared OMol25 entry of this formula, charge and spin) ... 219.90 kJ/mol
SMILES ... CCC#CCO
Gap between HOMO and LUMO ... 10.51 eV

Record 6
ORCA calculation (wB97M-V/def2-TZVPD) on the molecule C4H7FS.

CARTESIAN COORDINATES (ANGSTROEM)
F  -0.397  0.816  -2.000
C  0.683  0.990  -1.212
C  0.689  0.071  0.014
C  -0.635  0.127  0.741
C  -0.999  -1.387  0.836
S  -0.950  -2.191  2.230
H  1.669  0.796  -1.738
H  0.659  2.009  -0.822
H  1.031  -0.921  -0.245
H  1.580  0.391  0.557
H  -0.622  0.521  1.702
H  -1.419  0.603  0.118
H  -1.287  -1.824  -0.182

## Properties
Net charge ... 0
Relative energy (zero: lowest compared OMol25 entry of this formula, charge and spin) ... 141.50 kJ/mol
SMILES ... FCCCC=S
Gap between HOMO and LUMO ... 8.70 eV

no.,LUMO (eV)
1,-1.1
2,1.0
3,1.1
4,-0.3
5,0.9
6,0.0